Model P:
{
  "formula": "C5H7NO",
  "method": "the ωB97M-V functional and the def2-TZVPD basis",
  "smiles": "C[C@]12O[C@@H]1C=C2N",
  "orbital_gap_ev": [7.80, 7.80],
  "total_charge": 0,
  "species": ["O", "N", "C", "C", "C", "C", "C", "H", "H", "H", "H", "H", "H", "H"],
  "coordinates": [[0.76, -0.86, 1.56], [-0.47, 1.92, -0.43], [-1.29, -1.16, 0.04], [1.59, 0.51, -0.24], [1.38, -0.84, 0.35], [0.32, 0.90, -0.04], [-0.27, -0.28, 0.70], [-1.09, -1.37, -1.02], [-0.06, 2.73, -0.87], [1.70, -1.79, -0.08], [-1.41, -2.11, 0.55], [2.48, 1.00, -0.60], [-2.26, -0.67, 0.06], [-1.37, 2.03, 0.01]]
}



Model Q:
{
  "formula": "C5H7NO",
  "method": "the ωB97M-V functional and the def2-TZVPD basis",
  "orbital_gap_ev": 9.26,
  "total_charge": 0,
  "species": ["O", "N", "C", "C", "C", "C", "C", "H", "H", "H", "H", "H", "H", "H"],
  "coordinates": [[0.13, 1.76, -0.52], [2.48, 0.80, 1.30], [0.09, 0.60, -1.10], [1.26, -0.33, -0.70], [2.03, 0.16, 0.44], [-1.88, -0.41, -0.18], [-1.33, -0.64, 1.02], [-2.37, 0.52, -0.41], [0.83, 1.87, 0.18], [0.90, -1.35, -0.54], [1.90, -0.35, -1.59], [-0.85, -1.58, 1.26], [-1.30, 0.13, 1.79], [-1.90, -1.17, -0.96]]
}



Model R:
{
  "formula": "C5H7NO",
  "method": "the ωB97M-V functional and the def2-TZVPD basis",
  "smiles": "C[C@@]1(O)C=CC=N1",
  "orbital_gap_ev": 9.81,
  "total_charge": 0,
  "species": ["O", "N", "C", "C", "C", "C", "C", "H", "H", "H", "H", "H", "H", "H"],
  "coordinates": [[-0.98, -0.28, -1.70], [1.15, -0.37, -0.48], [-0.32, -0.21, -0.47], [0.63, 1.51, 0.77], [1.61, 0.49, 0.35], [-0.55, 1.13, 0.25], [-0.67, -1.56, 0.22], [-0.35, -2.32, -0.50], [-1.45, 1.73, 0.21], [2.62, 0.43, 0.72], [-0.76, 0.50, -2.23], [-1.73, -1.69, 0.43], [-0.08, -1.73, 1.12], [0.89, 2.40, 1.32]]
}



Model S:
{
  "formula": "C5H7NO",
  "method": "the ωB97M-V functional and the def2-TZVPD basis",
  "orbital_gap_ev": 9.78,
  "total_charge": 0,
  "species": ["O", "N", "C", "C", "C", "C", "C", "H", "H", "H", "H", "H", "H", "H"],
  "coordinates": [[1.25, 2.23, -0.89], [-0.75, 1.42, 0.03], [-0.80, -1.11, -0.21], [-1.54, 0.18, 0.00], [1.35, -0.06, 0.33], [0.49, 1.45, -0.41], [0.53, -1.23, -0.11], [-1.41, -1.97, -0.51], [0.34, 0.87, 0.79], [1.03, -2.17, -0.34], [-2.28, 0.30, -0.80], [1.60, -0.11, 1.40], [2.29, 0.07, -0.20], [-2.12, 0.14, 0.94]]
}



Of them, model R has the highest stability.



Model P:
{
  "formula": "C5H10N3O",
  "method": "the ωB97M-V functional and the def2-TZVPD basis",
  "smiles": "CO[n+]1cc(C)n(C)n1",
  "orbital_gap_ev": 10.48,
  "total_charge": 1,
  "species": ["O", "N", "N", "N", "C", "C", "C", "C", "C", "H", "H", "H", "H", "H", "H", "H", "H", "H", "H"],
  "coordinates": [[2.46, 0.44, 0.07], [-0.82, -0.56, -0.02], [0.48, -0.97, 0.00], [1.15, 0.24, -0.02], [0.29, 1.31, -0.02], [-2.31, 1.31, 0.15], [3.48, -0.42, -0.35], [-1.83, -1.53, 0.27], [-0.96, 0.80, -0.01], [3.68, -0.38, -1.47], [-2.81, 0.90, 1.03], [-2.25, 2.33, 0.09], [-1.42, -2.41, 0.75], [-2.78, 0.89, -0.82], [0.57, 2.24, -0.27], [3.60, -1.45, 0.04], [-2.47, -1.13, 1.11], [-2.44, -1.76, -0.62], [4.38, 0.13, 0.12]]
}



Model Q:
{
  "formula": "C5H10N3O",
  "method": "the ωB97M-V functional and the def2-TZVPD basis",
  "orbital_gap_ev": 10.08,
  "total_charge": 1,
  "species": ["O", "N", "N", "N", "C", "C", "C", "C", "C", "H", "H", "H", "H", "H", "H", "H", "H", "H", "H"],
  "coordinates": [[-0.74, 0.05, 2.34], [0.91, 0.85, -0.11], [-1.79, -0.29, 0.22], [-1.48, 1.11, 0.15], [-0.23, 1.50, -0.07], [-1.38, -1.12, -0.93], [-1.34, -0.91, 1.53], [2.26, 1.42, -0.34], [0.06, -0.78, 1.79], [0.81, -0.14, -0.37], [-1.66, -0.44, -1.76], [-2.05, -1.58, 2.00], [-2.86, -0.43, 0.23], [2.20, 2.46, -0.58], [2.82, 0.95, -1.06], [2.85, 1.36, 0.52], [-1.78, -2.23, -0.87], [-0.26, 2.50, -0.10], [-0.34, -1.38, -1.00]]
}



Of them, model P has the highest stability.



Model P:
{
  "formula": "C4H12N4",
  "method": "the ωB97M-V functional and the def2-TZVPD basis",
  "smiles": "CN/C(=N\\N)N(C)C",
  "orbital_gap_ev": 9.89,
  "total_charge": 0,
  "species": ["N", "N", "N", "N", "C", "C", "C", "C", "H", "H", "H", "H", "H", "H", "H", "H", "H", "H", "H", "H"],
  "coordinates": [[-1.01, 0.06, 0.30], [2.36, -1.21, -0.25], [1.03, 0.94, -0.39], [0.96, -1.39, 0.00], [0.40, -0.25, -0.13], [-1.78, 0.51, -0.85], [-1.72, -1.25, 0.58], [1.03, 2.00, 0.54], [-1.69, -2.02, -0.30], [-1.34, -1.62, 1.53], [-2.86, -1.18, 0.72], [-1.05, 1.05, -1.61], [1.96, 0.71, -0.54], [-2.48, 1.27, -0.43], [2.96, -1.71, 0.53], [1.86, 2.52, 0.16], [1.20, 1.40, 1.58], [-2.43, -0.40, -1.29], [-0.01, 2.57, 0.77], [2.62, -2.01, -0.92]]
}



Model Q:
{
  "formula": "C4H12N4",
  "method": "the ωB97M-V functional and the def2-TZVPD basis",
  "smiles": "N=C(N)N.C=CCN",
  "orbital_gap_ev": 9.85,
  "total_charge": 0,
  "species": ["N", "N", "N", "N", "C", "C", "C", "C", "H", "H", "H", "H", "H", "H", "H", "H", "H", "H", "H", "H"],
  "coordinates": [[1.42, -2.20, 1.16], [-1.11, 1.66, -1.27], [1.16, 1.85, -1.28], [0.06, 3.19, 0.30], [0.52, -1.89, 0.06], [-1.92, -1.19, 0.34], [-0.93, -2.10, 0.51], [-0.07, 2.22, -0.72], [1.03, 0.97, -1.76], [-1.98, 2.14, -1.00], [0.68, -0.91, -0.27], [-1.63, -0.21, 0.02], [1.64, -3.20, 1.22], [-1.08, -3.07, 0.99], [2.33, -1.77, 0.95], [1.89, 1.76, -0.57], [0.98, 3.38, 0.65], [-3.01, -1.37, 0.53], [0.72, -2.52, -0.86], [-0.69, 3.28, 1.00]]
}



Of them, model Q has the highest stability.



Model P:
{
  "formula": "C4H12N4",
  "method": "the ωB97M-V functional and the def2-TZVPD basis",
  "orbital_gap_ev": [7.68, 7.25],
  "total_charge": 0,
  "species": ["N", "N", "N", "N", "C", "C", "C", "C", "H", "H", "H", "H", "H", "H", "H", "H", "H", "H", "H", "H"],
  "coordinates": [[2.85, 0.12, 0.98], [0.06, -0.29, -1.98], [2.07, 0.04, -0.17], [-2.39, -0.29, 0.12], [-0.10, 0.46, -0.86], [-0.27, -0.09, 0.40], [-2.75, -1.09, -0.76], [-0.33, 0.75, 1.64], [-0.08, -1.15, 0.53], [-1.13, 0.39, 2.29], [-0.34, 1.50, -1.02], [-0.07, 0.14, -2.88], [-3.80, -1.43, -0.85], [2.79, 0.99, 1.51], [-2.07, -1.54, -1.52], [2.68, -0.67, 1.59], [2.29, 0.87, -0.72], [-0.53, 1.79, 1.40], [0.53, -1.18, -1.88], [0.61, 0.68, 2.20]]
}



Model Q:
{
  "formula": "C4H12N4",
  "method": "the ωB97M-V functional and the def2-TZVPD basis",
  "smiles": "[H]/N=C\\N(C)C(C)(N)N",
  "orbital_gap_ev": 9.29,
  "total_charge": 0,
  "species": ["N", "N", "N", "N", "C", "C", "C", "C", "H", "H", "H", "H", "H", "H", "H", "H", "H", "H", "H", "H"],
  "coordinates": [[1.40, 1.23, -0.60], [-0.66, 0.24, -0.02], [1.18, -1.05, -1.06], [-2.54, 1.53, -0.73], [-1.45, -0.84, 0.53], [1.34, -0.24, 1.34], [0.78, 0.08, -0.04], [-1.30, 1.31, -0.60], [2.36, 1.29, -0.29], [-3.15, 0.82, -0.34], [-1.78, -0.62, 1.56], [0.84, -1.09, 1.79], [2.40, -0.46, 1.25], [1.17, -1.98, -0.66], [0.59, -1.07, -1.89], [-0.88, -1.77, 0.53], [1.21, 0.63, 1.98], [-2.34, -1.01, -0.08], [1.44, 0.98, -1.62], [-0.62, 2.03, -1.03]]
}



Of them, model Q has the highest stability.



Model P:
{
  "formula": "C5H9N2O",
  "method": "the ωB97M-V functional and the def2-TZVPD basis",
  "smiles": "C=C/C=C(\\N)C(=[NH2+])O",
  "orbital_gap_ev": 8.27,
  "total_charge": 1,
  "species": ["O", "N", "N", "C", "C", "C", "C", "C", "H", "H", "H", "H", "H", "H", "H", "H", "H"],
  "coordinates": [[-1.91, -0.85, 2.04], [0.39, -1.13, 1.18], [-2.76, 0.59, 0.52], [2.35, 0.51, -0.88], [0.00, 0.43, -0.69], [1.17, 0.73, -1.45], [-1.72, -0.14, 0.96], [-0.43, -0.28, 0.43], [1.07, 0.97, -2.48], [-1.14, -1.42, 2.32], [-0.79, 1.32, -0.96], [0.21, -2.03, 1.19], [3.29, 0.61, -1.29], [-2.77, 1.29, -0.24], [1.39, -0.93, 1.27], [2.36, 0.22, 0.15], [-3.65, 0.47, 1.15]]
}



Model Q:
{
  "formula": "C5H9N2O",
  "method": "the ωB97M-V functional and the def2-TZVPD basis",
  "orbital_gap_ev": 10.73,
  "total_charge": 1,
  "species": ["O", "N", "N", "C", "C", "C", "C", "C", "H", "H", "H", "H", "H", "H", "H", "H", "H"],
  "coordinates": [[2.36, 0.60, -0.13], [1.60, -2.37, 0.30], [-0.07, -0.62, 0.09], [-1.06, 0.28, -0.31], [-2.43, -0.32, -0.15], [-3.39, 0.25, 0.56], [0.71, -1.47, 0.16], [3.20, 1.42, 0.15], [2.57, -2.12, 0.17], [1.37, -3.30, 0.62], [-0.96, 1.18, 0.31], [-3.24, 1.17, 1.08], [-4.37, -0.19, 0.63], [4.19, 1.15, 0.53], [3.02, 2.50, 0.04], [-2.59, -1.25, -0.68], [-0.88, 0.54, -1.36]]
}



Of them, model P has the highest stability.



Model P:
{
  "formula": "C3H9NO2",
  "method": "the ωB97M-V functional and the def2-TZVPD basis",
  "smiles": "CC(=O)O.CN",
  "orbital_gap_ev": 9.71,
  "total_charge": 0,
  "species": ["O", "O", "N", "C", "C", "C", "H", "H", "H", "H", "H", "H", "H", "H", "H"],
  "coordinates": [[-1.31, -1.05, 2.97], [0.14, -0.47, 1.41], [1.81, 1.82, -2.54], [1.16, 1.75, -1.22], [-1.61, -1.96, 0.77], [-0.84, -1.10, 1.73], [-2.65, -2.03, 1.06], [0.13, 2.09, -1.20], [-1.16, -2.94, 0.68], [1.74, 2.39, -0.55], [-0.98, -0.40, 3.59], [-1.55, -1.46, -0.19], [1.07, 0.73, -0.83], [2.66, 1.30, -2.38], [1.39, 1.32, -3.30]]
}



Model Q:
{
  "formula": "C3H9NO2",
  "method": "the ωB97M-V functional and the def2-TZVPD basis",
  "smiles": "CC(=O)O.CN",
  "orbital_gap_ev": 9.76,
  "total_charge": 0,
  "species": ["O", "O", "N", "C", "C", "C", "H", "H", "H", "H", "H", "H", "H", "H", "H"],
  "coordinates": [[-1.95, -0.27, 1.99], [-2.75, 0.15, -0.06], [3.36, -0.34, -0.74], [2.48, 0.51, -1.50], [-0.35, -0.10, -0.01], [-1.81, -0.04, 0.65], [-0.47, -0.96, -0.69], [1.60, 0.07, -2.00], [-1.24, 0.09, 2.54], [0.48, -0.22, 0.70], [3.40, -1.32, -0.85], [4.27, 0.11, -0.61], [2.04, 1.33, -0.93], [-0.55, 0.81, -0.59], [2.87, 1.01, -2.38]]
}



Model R:
{
  "formula": "C3H9NO2",
  "method": "the ωB97M-V functional and the def2-TZVPD basis",
  "smiles": "C/C=N\\C.OO",
  "orbital_gap_ev": 10.61,
  "total_charge": 0,
  "species": ["O", "O", "N", "C", "C", "C", "H", "H", "H", "H", "H", "H", "H", "H", "H"],
  "coordinates": [[1.77, -1.56, -0.69], [1.53, -0.85, -1.94], [-0.91, 0.46, -0.80], [-0.14, 1.21, -0.07], [0.22, 1.00, 1.37], [-1.59, -0.67, -0.18], [-0.94, -1.55, -0.16], [0.28, 2.11, -0.55], [-1.94, -0.45, 0.83], [-0.43, 1.63, 1.99], [0.61, -0.56, -1.74], [1.25, 1.32, 1.51], [0.13, -0.04, 1.68], [2.62, -1.14, -0.48], [-2.47, -0.91, -0.77]]
}



Of them, model P has the highest stability.